Molecular formula: C23H15CoN6O2S
Method: DFT, ωB97M-V/def2-TZVPD

Geometry as XYZ:
```
48
Properties=species:S:1:pos:R:3:forces:R:3:nbo_charge:R:1
Co -0.012 -0.692 0.183 -0.034 -0.015 0.082 1.01
O 6.098 0.504 4.215 -0.011 0.004 0.000 -0.33
N 5.528 1.032 3.290 -0.008 0.012 0.032 0.53
O 5.956 1.949 2.618 0.021 0.000 0.003 -0.36
C 4.169 0.548 2.967 0.009 -0.014 0.019 0.05
C 3.411 0.148 4.006 0.019 -0.007 -0.021 -0.13
C 2.062 -0.280 3.791 -0.023 -0.002 -0.032 -0.11
C 1.190 -0.664 4.825 0.018 0.001 0.008 -0.09
C -0.091 -1.032 4.509 -0.007 -0.005 0.013 -0.24
C -0.491 -1.036 3.168 0.007 0.006 -0.016 0.11
N 0.312 -0.704 2.174 0.039 -0.003 0.023 -0.49
C 1.572 -0.311 2.487 -0.001 -0.001 -0.049 0.24
C 2.401 0.101 1.391 -0.039 -0.013 0.010 0.13
N 1.822 0.039 0.167 0.045 0.032 0.008 -0.46
C 2.532 0.408 -0.883 -0.005 0.018 -0.013 0.11
C 3.855 0.849 -0.770 -0.007 -0.003 0.012 -0.23
C 4.451 0.921 0.462 -0.020 -0.011 -0.025 -0.11
C 3.708 0.548 1.602 0.000 0.017 -0.004 -0.02
H 3.825 0.159 5.005 0.002 0.004 0.000 0.26
H 1.534 -0.660 5.852 -0.001 0.001 0.001 0.24
H -0.797 -1.323 5.273 -0.003 0.000 -0.002 0.25
H -1.500 -1.313 2.900 0.001 -0.008 0.012 0.21
H 2.044 0.351 -1.846 -0.001 -0.011 0.000 0.23
H 4.395 1.127 -1.663 0.002 0.004 0.002 0.25
H 5.469 1.265 0.560 -0.010 -0.007 -0.002 0.26
S -0.184 -1.101 -2.034 -0.064 -0.080 0.044 -0.24
C -1.582 -1.931 -1.416 0.013 0.022 -0.007 0.08
C -2.555 -2.623 -2.134 0.039 0.013 -0.029 -0.26
C -3.592 -3.206 -1.439 -0.029 -0.017 -0.017 -0.12
C -3.649 -3.091 -0.051 0.012 0.013 0.035 -0.28
C -2.658 -2.383 0.589 -0.013 -0.003 -0.007 0.07
N -1.647 -1.810 -0.075 0.047 0.073 -0.079 -0.55
H -2.478 -2.690 -3.210 0.007 0.000 0.001 0.25
H -4.361 -3.752 -1.971 -0.002 -0.001 0.004 0.24
H -4.448 -3.540 0.520 -0.001 0.000 0.002 0.24
H -2.675 -2.274 1.664 0.000 0.007 0.000 0.19
N -4.857 2.815 -2.112 -0.009 0.002 -0.002 -0.24
C -3.926 2.743 -1.445 0.000 0.001 -0.008 0.25
C -2.763 2.635 -0.610 0.009 0.004 0.020 -0.18
C -2.274 3.726 0.101 0.003 -0.013 -0.002 -0.10
C -1.153 3.543 0.891 -0.001 -0.010 0.004 -0.24
C -0.571 2.288 0.939 -0.009 0.007 0.013 0.07
N -1.033 1.240 0.254 0.012 -0.029 -0.012 -0.50
C -2.108 1.413 -0.509 -0.026 0.005 -0.016 0.10
H -2.766 4.687 0.032 0.003 0.003 0.003 0.25
H -0.732 4.357 1.462 -0.004 0.005 -0.001 0.24
H 0.306 2.115 1.552 0.003 -0.002 -0.006 0.20
H -2.462 0.558 -1.069 0.016 0.001 -0.001 0.23
```
Forces are in eV/Å.

Its spin multiplicity is 2. The calculation puts the frontier orbital gap (spin up / spin down) at 6.8 / 6.8 eV. The value obtained for the total energy is -85586.01082 eV. Its expectation value of S² is 0.77. The value obtained for the energy above the lowest of the compared OMol25 structures with the same formula, charge and spin is 0.00 kcal per mole. Its total charge is +1.

=====

Molecular formula: C4H9NO5
Method: DFT, ωB97M-V/def2-TZVPD

Geometry as XYZ:
```
19
Properties=species:S:1:pos:R:3:forces:R:3:nbo_charge:R:1
C 0.131 1.753 -1.100 0.546 0.780 -1.506 -0.42
N -0.648 0.853 -0.336 -2.636 -1.447 4.700 -0.68
C 0.049 -0.214 0.403 0.635 0.837 0.067 0.24
C -1.023 -1.037 1.331 2.082 -1.253 -3.329 -0.05
O -2.229 -1.030 0.610 -0.252 0.115 1.479 -0.69
O 1.024 0.171 1.387 0.124 0.486 0.590 -0.30
O 2.209 0.906 0.883 -1.146 -0.435 -0.573 -0.46
C 0.705 -1.198 -0.559 1.542 -2.359 0.276 0.73
O 1.593 -2.001 -0.256 -2.146 2.323 -0.676 -0.55
O 0.114 -1.295 -1.766 1.102 -1.364 -0.238 -0.68
H 0.351 1.112 -1.993 0.742 1.302 0.374 0.19
H -0.460 2.614 -1.447 -0.142 -0.495 0.051 0.21
H 1.021 2.209 -0.628 -0.255 -0.633 -0.178 0.21
H -1.417 1.188 0.395 2.267 -0.185 -2.462 0.40
H -0.588 -2.107 1.398 -0.672 1.795 0.521 0.20
H -1.089 -0.488 2.220 -0.331 0.413 1.467 0.20
H -2.000 -1.478 -0.188 -0.335 -0.545 -1.085 0.47
H 2.861 0.748 1.583 -0.412 -0.427 0.087 0.48
H -0.604 -0.704 -1.939 -0.714 1.091 0.437 0.50
```
Forces are in eV/Å.

As for the SMILES: CN[C@](CO)(OO)C(=O)O. The calculation puts the frontier orbital gap at 10.2 eV. The value obtained for the total energy is -16017.41092 eV. The value obtained for the energy above the lowest of the compared OMol25 structures with the same formula, charge and spin is 106.15 kcal per mole.

=====

Molecular formula: C3H10S
Method: DFT, ωB97M-V/def2-TZVPD

Geometry as XYZ:
```
14
Properties=species:S:1:pos:R:3:forces:R:3:nbo_charge:R:1
C 2.000 -0.584 -0.118 -0.191 0.331 -0.729 -0.61
C 1.434 0.243 1.044 -0.421 -0.323 0.006 -0.40
C 1.263 1.729 0.771 0.072 0.453 0.951 -0.61
H 1.186 -0.848 -0.805 0.214 -0.121 0.066 0.21
H 2.507 -1.490 0.206 -0.251 -0.179 0.191 0.21
H 2.751 -0.065 -0.741 -0.292 0.194 0.439 0.20
H 2.065 0.065 1.911 0.085 0.322 0.198 0.20
H 0.439 -0.134 1.328 0.284 -0.258 -0.094 0.19
H 0.908 2.283 1.662 0.081 -0.472 -0.151 0.20
H 2.236 2.162 0.573 0.096 0.256 -0.537 0.20
H 0.524 1.971 0.006 0.297 -0.212 -0.354 0.20
S -2.231 -0.779 -0.805 0.059 0.234 0.249 -0.28
H -2.187 0.259 0.050 0.090 -0.212 -0.004 0.14
H -3.007 -0.066 -1.619 -0.122 -0.013 -0.233 0.14
```
Forces are in eV/Å.

As for the SMILES: CCC.S. The calculation puts the frontier orbital gap at 10.7 eV. The value obtained for the total energy is -14108.16993 eV. The value obtained for the energy above the lowest of the compared OMol25 structures with the same formula, charge and spin is 3.84 kcal per mole.

=====

Molecular formula: C5H6O2S
Method: DFT, ωB97M-V/def2-TZVPD

Geometry as XYZ:
```
14
Properties=species:S:1:pos:R:3:forces:R:3:nbo_charge:R:1
C 0.408 -0.899 1.383 2.336 -1.094 3.011 -0.67
C 0.174 -0.355 0.001 1.427 1.788 1.347 0.00
C -1.568 0.372 -0.881 -2.374 2.019 -2.520 -0.20
C -0.565 1.035 0.028 0.678 2.497 3.296 0.56
C 1.441 -0.071 -0.909 -3.374 -0.945 0.521 -0.32
H -0.001 -2.156 1.230 1.528 3.933 1.180 0.26
H -0.111 -0.219 2.498 1.335 -2.375 -4.045 0.26
H 1.783 -0.696 1.570 -4.398 -1.134 -0.363 0.24
H -2.868 0.650 -0.790 4.122 -1.495 -0.023 0.25
H -1.253 0.878 -2.031 -0.865 -1.960 2.954 0.22
H 1.128 -0.083 -1.952 0.464 -0.137 -0.215 0.21
O -0.950 -0.986 -0.564 -1.685 2.473 -2.060 -0.50
O -0.393 2.071 0.718 -0.925 -4.055 -3.298 -0.50
S 2.775 0.460 -0.301 1.730 0.485 0.215 0.18
```
Forces are in eV/Å.

The calculation puts the frontier orbital gap at 8.3 eV. The value obtained for the total energy is -20205.62804 eV. The value obtained for the energy above the lowest of the compared OMol25 structures with the same formula, charge and spin is 151.70 kcal per mole.

=====

Molecular formula: C5H20BaFO5
Method: DFT, ωB97M-V/def2-TZVPD

Geometry as XYZ:
```
32
Properties=species:S:1:pos:R:3:forces:R:3:mulliken_charge:R:1
Ba 1.800 2.243 -1.134 -1.291 -1.690 0.625 1.83
F 0.315 0.336 0.022 0.823 1.037 -0.537 -0.85
C -1.057 1.658 -3.883 0.085 0.211 -1.250 -0.69
O -0.229 1.281 -2.789 0.206 0.361 1.004 -0.41
H -0.654 2.578 -4.313 -0.081 0.091 0.221 0.23
H -1.004 0.933 -4.698 0.052 -0.246 0.272 0.27
H -2.109 1.807 -3.649 0.103 -0.016 0.480 0.30
H -0.744 0.730 -2.168 -0.070 -0.239 -0.422 0.45
C 1.961 -2.752 -1.186 -1.460 -0.418 -0.304 -0.62
O 1.104 -1.761 -1.790 0.357 0.264 0.488 -0.50
H 1.507 -3.158 -0.276 0.220 0.407 0.235 0.27
H 1.891 -3.606 -1.862 0.831 0.163 -0.128 0.28
H 2.958 -2.362 -0.995 0.138 -0.255 -0.124 0.22
H 0.686 -1.265 -1.072 0.012 0.064 -0.123 0.35
C -2.787 -1.161 -0.244 -0.175 -0.067 -0.649 -0.61
O -2.173 -0.104 -0.986 0.344 0.167 -0.011 -0.55
H -2.123 -2.014 -0.085 0.197 0.151 0.094 0.26
H -3.175 -0.791 0.704 -0.059 -0.073 0.052 0.27
H -3.595 -1.522 -0.877 -0.165 0.034 0.234 0.27
H -1.353 0.129 -0.525 0.048 -0.095 0.401 0.23
C 1.345 2.686 2.604 -0.675 0.209 -0.704 -0.46
O 2.096 1.913 1.639 -0.211 -0.042 -0.279 -0.59
H 0.786 2.022 3.259 0.337 0.053 0.293 0.17
H 1.994 3.382 3.125 0.153 -0.262 0.148 0.28
H 0.579 3.271 2.073 0.119 0.040 0.093 0.24
H 1.677 1.034 1.628 0.150 -0.026 -0.049 0.38
C -0.068 -0.898 3.233 0.282 0.544 0.992 -0.70
O 0.686 -1.431 2.169 -0.055 0.204 -0.405 -0.48
H -0.823 -0.147 2.977 -0.130 -0.322 -0.499 0.28
H -0.532 -1.689 3.821 -0.126 -0.079 -0.209 0.31
H 0.592 -0.362 3.933 0.109 -0.197 -0.053 0.28
H 0.450 -0.978 1.346 -0.068 0.028 0.113 0.28
```
Forces are in eV/Å.

The calculation puts the frontier orbital gap at 7.9 eV. The value obtained for the total energy is -19152.42850 eV. The value obtained for the energy above the lowest of the compared OMol25 structures with the same formula, charge and spin is 25.92 kcal per mole. Its total charge is +1.

=====

Molecular formula: C9H8BrF
Method: DFT, ωB97M-V/def2-TZVPD

Geometry as XYZ:
```
19
Properties=species:S:1:pos:R:3:forces:R:3:nbo_charge:R:1
C -1.417 1.919 -0.314 0.726 1.444 2.279 -0.21
C -1.823 1.128 -1.329 -0.284 -1.075 -1.861 -0.22
C -0.503 1.444 0.676 -0.864 -2.406 -0.523 -0.20
C -1.265 -0.145 -1.455 0.305 0.635 1.441 -0.17
C 0.018 0.099 0.623 -1.804 4.258 -0.699 0.04
C -0.278 -0.612 -0.532 -1.254 -0.358 0.140 -0.19
C 1.057 -0.295 1.612 -1.336 -2.798 -0.851 -0.53
C 0.343 -1.876 -0.735 -0.213 0.917 -0.136 0.28
C 2.239 -0.599 0.798 0.312 -2.005 0.631 -0.28
F 0.375 -2.816 0.188 0.082 -0.663 1.120 -0.33
Br 2.794 0.709 -0.295 1.084 1.185 -1.017 0.12
H -1.915 2.899 -0.269 0.659 -0.290 0.430 0.22
H -2.574 1.506 -2.074 0.766 -0.582 0.910 0.22
H -0.289 1.892 1.626 -0.008 1.076 -0.027 0.21
H -1.806 -0.811 -2.073 0.272 -0.871 -1.064 0.21
H 1.313 0.482 2.237 0.124 1.985 1.616 0.23
H 0.630 -1.138 2.231 1.002 0.555 -0.607 0.24
H 0.342 -2.246 -1.701 0.245 -1.036 -1.792 0.14
H 2.757 -1.541 0.786 0.188 0.028 0.011 0.21
```
Forces are in eV/Å.

The calculation puts the frontier orbital gap (spin up / spin down) at 7.7 / 7.6 eV. The value obtained for the total energy is -82218.51513 eV. The value obtained for the energy above the lowest of the compared OMol25 structures with the same formula, charge and spin is 80.38 kcal per mole.

=====

Q: What is the formula in the fifth record?
A: C5H20BaFO5